DFT (ωB97M-V with the def2-TZVPD basis set) results for C28H33N8ORbS2 as an isolated structure in a non-equilibrium geometry.

Geometry as XYZ:
```
73
Properties=species:S:1:pos:R:3:forces:R:3
Rb 0.138 0.157 0.055 0.1 -0.9 0.7
C -2.829 4.366 0.731 0.0 0.0 0.0
C -2.170 3.016 0.815 0.1 0.1 -0.1
N -1.279 2.603 -0.017 -0.1 0.1 0.0
N -0.947 3.453 -1.030 0.0 0.1 -0.1
C 0.013 2.957 -1.816 0.0 0.1 0.2
O 0.621 1.869 -1.697 0.1 0.5 -0.5
C 0.345 3.816 -3.007 0.0 0.0 0.0
C -0.372 4.969 -3.319 0.0 0.0 0.0
C -0.075 5.688 -4.468 0.0 0.0 0.0
C 0.937 5.260 -5.319 0.0 0.0 0.0
C 1.657 4.114 -5.011 0.0 0.0 0.0
C 1.363 3.397 -3.859 0.0 0.0 0.0
C -2.553 2.109 1.922 -0.1 -0.1 0.1
C -3.401 2.561 2.939 0.0 0.0 0.0
C -3.754 1.710 3.970 0.0 0.0 0.0
C -3.258 0.417 3.977 0.0 0.0 0.0
C -2.421 0.048 2.935 0.0 0.0 0.0
N -2.078 0.851 1.936 0.0 0.1 0.0
H -2.531 4.842 -0.197 0.0 0.0 0.0
H -2.524 5.007 1.562 0.0 0.0 0.0
H -3.917 4.275 0.761 0.0 0.0 0.0
H -1.161 5.285 -2.651 0.0 0.0 0.0
H -0.637 6.583 -4.704 0.0 0.0 0.0
H 1.163 5.820 -6.218 0.0 0.0 0.0
H 2.447 3.775 -5.669 0.0 0.0 0.0
H 1.911 2.496 -3.606 0.0 0.0 0.0
H -3.775 3.573 2.925 0.0 0.0 0.0
H -4.406 2.056 4.762 0.0 0.0 0.0
H -3.501 -0.284 4.763 0.0 0.0 0.0
H -1.987 -0.947 2.906 0.0 0.0 0.0
C -0.490 -3.493 4.992 0.0 0.0 0.0
N 0.049 -4.040 3.765 0.0 0.0 -0.1
C -0.048 -5.357 3.359 0.0 0.0 0.1
C 0.560 -5.458 2.171 0.0 0.0 -0.1
N 1.022 -4.188 1.828 0.0 0.0 0.1
C 0.701 -3.291 2.828 -0.1 -0.1 0.0
S 1.003 -1.662 2.977 0.1 0.1 0.1
C 1.770 -3.930 0.650 0.1 0.0 0.0
C 2.556 -4.944 0.111 0.0 0.0 0.0
C 3.230 -4.685 -1.069 0.0 0.0 0.0
C 3.120 -3.432 -1.650 0.0 0.1 0.0
C 2.337 -2.487 -1.009 0.1 0.0 0.2
N 1.664 -2.729 0.116 -0.2 0.0 -0.2
H -0.669 -4.310 5.686 0.0 0.0 0.0
H -1.422 -2.960 4.801 0.0 0.0 0.0
H 0.224 -2.789 5.412 0.0 0.0 0.0
H -0.551 -6.101 3.949 0.0 0.0 0.0
H 0.667 -6.302 1.516 0.0 0.0 0.0
H 2.662 -5.897 0.610 0.0 0.0 0.0
H 3.848 -5.451 -1.518 0.0 0.0 0.0
H 3.629 -3.170 -2.568 0.0 0.0 0.0
H 2.256 -1.485 -1.414 0.0 0.0 -0.1
C -2.000 1.536 -3.837 0.0 0.0 0.0
C -1.469 0.236 -4.416 -0.1 0.0 0.0
N -0.015 0.264 -4.519 0.0 -0.1 0.0
C 0.829 -0.726 -4.205 0.0 0.1 0.1
S 2.464 -0.454 -3.951 0.1 0.0 -0.1
N 0.308 -1.990 -4.041 0.0 0.0 0.0
C -0.551 -2.639 -5.036 -0.1 0.0 0.0
C -1.576 -3.547 -4.377 0.0 0.0 0.0
H -3.089 1.536 -3.870 0.0 0.0 0.0
H -1.645 2.393 -4.413 0.0 0.0 0.0
H -1.683 1.672 -2.804 -0.1 -0.1 -0.1
H -1.913 0.067 -5.402 0.0 0.0 0.0
H -1.751 -0.604 -3.779 0.0 0.0 0.0
H 0.417 1.179 -4.532 0.0 0.0 0.0
H 1.040 -2.604 -3.714 0.0 0.0 0.0
H 0.075 -3.217 -5.722 0.0 0.0 0.0
H -1.043 -1.879 -5.635 0.0 0.0 0.0
H -1.083 -4.298 -3.758 0.0 0.0 0.0
H -2.172 -4.065 -5.129 0.0 0.0 0.0
H -2.247 -2.972 -3.738 0.0 0.0 0.0
```
Forces are in eV/Å.

LUMO level: 0.0707 eV
Gap between HOMO and LUMO: 0.2570 hartree
ΔE to the lowest compared entry with this formula, charge and spin: 0.387 eV
Electronic energy: -2420.57543 hartree
2S+1: 1

Atomic partial charges in e from the Löwdin method, atoms 1 to 4: number 1, Rb, carries 0.8334; number 2, C, carries -0.0436; number 3, C, carries -0.2910; number 4, N, carries -0.0254


DFT (ωB97M-V with the def2-TZVPD basis set) results for a 2-piece molecular cluster, C28H34BCl2F13IN2O12P overall in a non-equilibrium geometry.

Geometry as XYZ:
```
94
Properties=species:S:1:pos:R:3:forces:R:3
C 2.166 3.177 2.306 0.4 0.2 -0.3
C 0.925 2.627 1.600 0.5 -0.1 0.0
N 1.307 1.291 1.133 -0.4 0.1 0.0
C 0.368 0.497 0.363 1.0 -0.6 -0.9
C -0.423 1.379 -0.633 -0.8 0.1 0.5
Cl 0.417 1.740 -2.104 0.2 0.1 -0.2
C -1.579 2.045 -0.492 0.4 -0.3 -0.1
C -2.187 2.985 -1.489 -0.1 0.0 0.1
Cl -2.515 1.903 0.968 -0.1 -0.1 0.1
C 1.290 -0.459 -0.416 0.3 -0.2 0.8
C 0.649 -1.807 -0.701 0.8 0.2 -0.4
C -0.258 -2.004 -1.928 -0.3 0.1 0.0
C -1.507 -1.139 -2.183 -0.1 -0.3 -0.1
C -2.600 -1.952 -2.854 0.1 0.1 0.0
F -2.893 -3.101 -2.159 0.0 0.1 -0.1
F -2.189 -2.346 -4.083 0.0 0.0 0.1
C -3.954 -1.204 -3.043 -0.1 -0.2 0.0
F -4.632 -1.801 -4.035 0.0 0.1 -0.1
F -3.709 0.073 -3.406 0.1 0.0 0.1
C -4.881 -1.234 -1.779 0.0 0.1 -0.1
F -4.122 -1.182 -0.654 0.0 0.1 -0.1
F -5.567 -2.385 -1.780 0.0 -0.1 0.0
C -5.898 -0.064 -1.734 0.1 0.0 0.2
F -6.477 0.044 -2.935 -0.1 0.0 0.0
F -5.226 1.073 -1.471 0.1 0.0 0.0
C -7.010 -0.259 -0.644 0.0 0.0 -0.2
F -6.575 -1.081 0.329 0.0 0.1 0.1
F -8.084 -0.808 -1.223 0.0 -0.1 0.0
C -7.458 1.065 0.024 0.1 -0.1 -0.1
F -7.753 1.974 -0.893 -0.1 0.2 -0.3
F -6.507 1.535 0.812 0.4 0.1 0.3
F -8.532 0.832 0.753 -0.4 -0.1 0.3
C 1.880 -2.728 -1.005 -0.3 -0.1 0.1
O 2.509 -2.167 -2.123 0.0 -0.1 -0.1
C 3.901 -1.901 -1.969 0.1 0.0 0.0
N -0.052 -2.043 0.691 -0.4 -0.2 0.3
C -1.368 -2.805 0.624 -0.2 -0.4 -0.1
C -1.301 -4.286 0.251 0.1 0.0 0.3
P 0.982 -2.849 1.926 0.6 0.6 0.1
O 2.102 -2.014 2.333 -0.3 -0.3 -0.2
O 1.340 -4.236 1.246 0.1 -0.1 0.4
O -0.028 -3.243 3.068 -0.1 -0.1 0.0
C -0.458 -0.568 1.163 -1.2 1.0 -0.1
C -0.742 -0.369 2.662 0.5 -0.1 0.2
C 0.371 0.049 3.657 0.0 0.1 0.3
C 0.425 -0.820 4.921 -0.1 -0.1 -0.1
I 0.535 0.329 6.718 0.1 0.0 0.1
H 2.866 2.355 2.466 -0.1 0.1 0.3
H 1.999 3.692 3.250 -0.2 -0.1 0.0
H 2.688 3.860 1.633 0.0 0.1 0.1
H 0.705 3.276 0.746 -0.4 0.1 0.1
H 0.059 2.587 2.262 -0.1 -0.1 -0.1
H 2.143 1.422 0.563 0.1 0.0 0.2
H -3.238 3.135 -1.262 -0.1 0.0 0.0
H -2.109 2.590 -2.501 0.1 0.1 0.0
H -1.699 3.961 -1.435 0.1 -0.1 -0.1
H 2.023 -0.699 0.364 0.1 0.1 -0.1
H 1.878 -0.019 -1.209 -0.4 0.0 -0.3
H 0.421 -1.852 -2.768 0.0 0.0 0.1
H -0.533 -3.059 -1.981 0.0 0.0 0.1
H -1.276 -0.339 -2.883 0.0 0.2 0.2
H -1.926 -0.699 -1.286 0.0 0.2 0.0
H 1.559 -3.748 -1.240 0.0 0.0 0.0
H 2.559 -2.754 -0.153 0.1 0.1 0.0
H 4.437 -2.803 -1.658 0.0 0.0 0.0
H 4.269 -1.594 -2.945 0.0 0.1 0.0
H 4.076 -1.100 -1.245 0.0 0.0 0.0
H -1.845 -2.691 1.595 0.1 0.1 0.0
H -2.005 -2.288 -0.078 0.1 0.1 -0.1
H -1.229 -4.930 1.129 0.0 0.0 0.0
H -0.450 -4.534 -0.378 -0.1 0.0 -0.2
H -2.222 -4.547 -0.264 0.0 0.0 0.0
H 2.205 -4.513 1.599 -0.1 -0.1 -0.3
H -0.374 -4.142 2.991 0.0 0.0 0.1
H -1.449 -0.481 0.712 0.0 -0.4 0.0
H -1.492 0.416 2.671 0.0 0.0 -0.1
H -1.270 -1.238 3.060 0.0 -0.1 -0.1
H 0.162 1.072 3.970 0.0 0.0 -0.1
H 1.349 0.077 3.195 0.0 0.0 -0.1
H -0.468 -1.426 5.054 0.0 0.0 0.0
H 1.298 -1.467 4.933 -0.1 0.0 0.0
B 6.337 3.910 -0.679 0.3 0.2 0.0
O 5.229 3.180 0.002 -0.2 -0.1 -0.1
C 4.515 2.536 -0.882 0.3 0.3 0.1
O 3.546 1.856 -0.656 -0.2 -0.3 0.0
C 5.121 2.798 -2.282 0.1 0.1 0.0
O 4.701 2.351 -3.310 0.0 -0.1 0.0
O 6.160 3.589 -2.114 -0.1 -0.1 0.0
O 6.259 5.349 -0.423 -0.1 -0.1 0.0
C 7.380 5.762 0.162 0.0 0.0 0.0
O 7.633 6.877 0.503 0.0 0.0 0.0
C 8.298 4.522 0.324 0.0 0.1 0.0
O 9.386 4.509 0.813 0.0 0.0 0.0
O 7.643 3.479 -0.177 -0.1 -0.1 -0.1
```
Forces are in eV/Å.

LUMO level: -1.1421 eV
Gap between HOMO and LUMO: 0.2816 hartree
Electronic energy: -4982.54588 hartree
2S+1: 1

Atomic partial charges in e from the Löwdin method, atoms 1 to 4: number 1, C, carries -0.0607; number 2, C, carries -0.2437; number 3, N, carries -0.0006; number 4, C, carries -0.3823


DFT (ωB97M-V with the def2-TZVPD basis set) results for C28H34BeClN5O3 as an isolated structure in a non-equilibrium geometry.

Geometry as XYZ:
```
72
Properties=species:S:1:pos:R:3:forces:R:3
Be 1.266 1.033 -2.082 0.4 0.3 0.6
C -1.964 3.157 -2.027 1.6 1.7 -0.7
C -1.090 1.962 -2.306 2.3 2.1 0.8
O 0.195 2.214 -2.003 -1.0 -0.2 -0.4
C -1.486 0.810 -2.829 -0.8 -1.3 -0.9
C -0.604 -0.162 -3.402 0.1 -1.9 -0.4
C -1.130 -1.257 -4.366 1.0 -0.9 1.7
N 0.641 -0.154 -3.046 1.0 0.5 -0.3
N 1.726 -0.860 -3.662 -0.6 0.8 0.8
C 2.833 -0.197 -3.321 -1.6 -0.8 -1.3
O 2.864 0.877 -2.607 -0.8 -0.1 0.2
C 4.054 -0.754 -3.905 2.6 -0.8 -0.1
C 4.115 -1.838 -4.800 -0.7 0.7 1.3
C 5.309 -2.407 -5.154 0.5 -2.0 -1.9
C 6.511 -1.911 -4.709 -0.4 1.9 1.4
C 6.526 -0.762 -3.836 0.0 -1.9 -1.1
C 5.306 -0.264 -3.440 -1.1 1.3 -0.2
H -1.595 4.070 -2.686 -0.6 -1.9 1.3
H -1.722 3.426 -0.992 -0.4 0.3 -0.1
H -3.024 3.061 -2.166 -0.4 -0.4 -0.1
H -2.525 0.690 -3.018 -0.7 -0.1 -0.2
H -1.724 -0.876 -5.172 -0.8 0.2 0.0
H -1.629 -2.127 -3.757 0.6 1.8 -1.2
H -0.234 -1.682 -4.830 -0.2 -0.1 0.1
H 3.223 -2.323 -5.098 -0.9 -0.1 -0.4
H 5.295 -3.331 -5.882 0.1 1.9 1.6
H 7.405 -2.377 -5.014 1.0 -0.4 -0.2
H 7.476 -0.353 -3.482 -0.4 -0.1 -0.1
H 5.224 0.659 -2.857 0.3 -0.5 0.1
C -2.383 0.947 1.755 1.5 0.3 -0.5
C -1.857 1.784 3.001 -1.0 -1.3 -0.4
C -1.572 3.208 2.591 -0.3 0.1 -0.7
C -3.062 1.804 3.959 -0.5 0.2 0.1
C -0.656 1.143 3.786 0.2 -1.5 -0.1
O -0.427 1.845 5.018 -0.5 0.2 -0.3
C -0.885 -0.371 4.208 -0.7 -1.0 -0.8
C -0.389 -1.644 3.385 -0.2 -0.2 1.2
C -1.355 -2.192 2.401 -1.4 -1.4 -0.6
C -2.608 -2.778 2.801 0.8 1.4 0.1
C -3.562 -3.051 1.857 -1.1 -0.1 -0.3
C -3.296 -2.916 0.505 -0.4 -0.1 0.3
Cl -4.563 -3.199 -0.619 -0.4 -0.1 -0.4
C -2.059 -2.568 0.077 0.9 0.3 -1.1
C -1.096 -2.253 1.037 0.6 0.4 -0.5
C 0.745 1.257 3.192 0.8 -2.0 -0.1
N 1.023 0.736 1.827 -0.4 0.1 -0.5
C 0.671 1.232 0.595 1.6 -1.1 1.6
N 1.449 0.633 -0.295 -0.3 0.3 -0.4
C 2.274 -0.220 0.405 -1.6 0.6 -0.5
N 1.996 -0.215 1.682 0.3 0.6 0.1
H -3.304 1.339 1.334 -0.2 0.5 0.3
H -2.592 -0.076 2.005 -0.1 -0.5 0.4
H -1.705 0.883 0.863 -0.4 0.1 1.0
H -2.321 3.600 1.884 0.2 -0.3 0.3
H -0.606 3.323 2.138 0.6 0.0 -0.5
H -1.560 3.855 3.434 0.0 0.6 0.9
H -3.923 2.191 3.401 0.1 0.2 0.2
H -2.881 2.479 4.817 -0.3 -0.3 -0.3
H -3.396 0.812 4.310 0.4 0.4 -0.1
H -1.238 1.758 5.533 0.2 0.1 0.1
H -1.989 -0.592 4.298 1.2 0.5 0.4
H -0.365 -0.499 5.168 -0.4 0.4 -0.1
H -0.315 -2.438 4.152 0.1 0.4 0.0
H 0.608 -1.578 2.971 0.1 0.3 -0.1
H -2.919 -2.882 3.840 0.4 0.2 -0.1
H -4.609 -3.270 2.089 0.5 -0.3 0.4
H -1.870 -2.470 -1.021 0.1 -0.2 1.2
H -0.105 -2.031 0.640 -0.1 0.3 0.3
H 1.448 0.721 3.888 -0.8 0.1 -0.9
H 1.122 2.228 3.230 0.2 2.0 -0.1
H -0.068 2.005 0.428 0.3 -0.2 -0.1
H 2.962 -0.865 -0.125 0.1 0.1 0.4
```
Forces are in eV/Å.

LUMO level: 0.4378 eV
Gap between HOMO and LUMO: 0.2969 hartree
Electronic energy: -2061.90633 hartree
2S+1: 1

Atomic partial charges in e from the Löwdin method, atoms 1 to 4: number 1, Be, carries 0.1218; number 2, C, carries -0.0158; number 3, C, carries -0.4105; number 4, O, carries -0.0886